Entry from the Open Molecules 2025 dataset: a 9-piece molecular cluster, C33H64O16 overall at a distorted geometry (ωB97M-V/def2-TZVPD).

## Properties
LUMO energy   0.011 hartree
Kohn-Sham gap   9.61 eV
ΔE to the lowest compared entry with this formula, charge and spin   0.0 kJ/mol
SMILES   COC(=O)OC.COC(=O)OC.COC(=O)OC.O=C1CCCO1.C1CCOC1.C1CCOC1.C1CCOC1.C1CCOC1.C1CCOC1
HOMO energy   -9.3207 eV

```
! wB97M-V def2-TZVPD RIJCOSX def2/J DEFGRID3
* xyz 0 1
C 1.01984 -1.80900 7.79799
O 1.34936 -1.24431 6.47703
C 1.66264 -2.11182 5.42690
O 1.76164 -3.27213 5.46317
O 1.90417 -1.34789 4.37271
C 1.91954 -1.91070 3.06844
H 1.84489 -2.47528 8.04992
H 0.09975 -2.38018 7.92165
H 1.00257 -1.04723 8.57742
H 1.81458 -1.10768 2.33890
H 1.14648 -2.64673 2.84771
H 2.85919 -2.46249 3.04227
C 3.47998 5.09567 0.83151
O 3.96590 4.12729 1.62120
C 3.26534 3.92346 2.75748
O 2.51485 4.69122 3.36174
O 3.69673 2.75278 3.31628
C 3.26263 2.30690 4.61030
H 3.56702 6.13816 1.13768
H 2.43892 5.01541 0.51870
H 4.04822 4.92610 -0.08306
H 3.54023 3.11633 5.28547
H 3.80394 1.36361 4.68307
H 2.20166 2.06611 4.67713
C -1.31390 3.31754 -2.79829
O -2.14353 3.12596 -3.88479
C -2.49783 1.91686 -4.17643
O -2.18005 0.94399 -3.52014
O -3.36001 2.08251 -5.11256
C -4.22876 1.10284 -5.53231
H -1.02606 4.36457 -2.70354
H -0.42826 2.68668 -2.87414
H -1.88365 3.06369 -1.90441
H -3.84810 0.13162 -5.21621
H -4.37617 1.10417 -6.61230
H -5.09558 1.21381 -4.88085
O 5.74781 -1.86518 -3.20570
C 5.45776 -2.52036 -2.19163
C 4.98092 -2.00811 -0.87622
C 5.09225 -3.22053 0.05464
C 5.10930 -4.44844 -0.94732
O 5.42966 -3.86484 -2.18231
H 5.59194 -1.12458 -0.69153
H 3.92230 -1.81444 -1.04922
H 6.05697 -3.26621 0.55994
H 4.40185 -3.27446 0.89638
H 5.78517 -5.29040 -0.79764
H 4.15415 -4.96951 -0.88194
C -0.60523 -1.63784 -5.24091
C -0.87256 -2.23067 -3.81305
C 0.51147 -2.31807 -3.30809
O 1.16886 -1.24852 -3.94084
C 0.66172 -0.80850 -5.21146
H -1.54941 -1.19396 -5.55651
H -0.42131 -2.38372 -6.01417
H -1.41860 -3.17070 -3.89233
H -1.51414 -1.57275 -3.22686
H 0.88863 -3.33018 -3.45468
H 0.71709 -2.04629 -2.27273
H 1.32790 -0.97851 -6.05727
H 0.39398 0.23644 -5.05492
C -1.41276 -3.98016 -0.40398
C -0.88729 -5.15498 -1.21851
C -1.77060 -6.25739 -0.67497
O -1.99068 -6.04006 0.68208
C -1.79050 -4.62417 0.94332
H -2.35187 -3.66806 -0.86088
H -0.84313 -3.05845 -0.28535
H 0.16004 -5.43009 -1.09397
H -1.06567 -5.03243 -2.28681
H -1.35378 -7.22613 -0.95048
H -2.67527 -6.15349 -1.27403
H -1.09554 -4.23959 1.68980
H -2.79342 -4.25627 1.15990
C 1.19685 2.13400 0.13659
C -0.11977 1.36247 0.14661
C 0.19117 0.25103 -0.83578
O 1.57630 0.00214 -0.66939
C 2.29859 1.16508 -0.14425
H 1.36116 2.65874 1.07773
H 1.28308 2.94130 -0.59069
H -0.97437 1.92095 -0.23530
H -0.32791 0.98398 1.14738
H 0.09501 0.62875 -1.85371
H -0.36685 -0.68369 -0.89077
H 3.01498 1.73286 -0.73797
H 2.85039 0.92176 0.76372
C -4.29433 -0.58124 1.74216
C -3.93148 0.37910 0.61295
C -3.65908 -0.54059 -0.59108
O -4.65826 -1.56343 -0.41898
C -5.01841 -1.73165 1.00814
H -4.89245 -0.21021 2.57444
H -3.35201 -0.91594 2.17590
H -3.10520 1.01860 0.92343
H -4.73353 1.08290 0.39049
H -2.76270 -1.15767 -0.52931
H -3.62384 -0.05093 -1.56427
H -4.74480 -2.74169 1.31320
H -6.10076 -1.60529 0.98288
C -2.94164 5.32690 1.83489
C -1.76534 4.50218 1.20635
C -0.50069 5.35597 1.20498
O -1.06155 6.64709 1.44109
C -2.51831 6.69011 1.35260
H -2.68627 5.10810 2.87172
H -3.96116 4.94136 1.82871
H -2.03106 4.38876 0.15534
H -1.41099 3.61385 1.72923
H 0.00269 5.35577 0.23817
H 0.32963 5.01687 1.82440
H -2.77178 6.93895 0.32210
H -2.82104 7.42262 2.10086
*
```